# C5H6O

A cluster of 2 separate species, C5H6O in total (the ωB97M-V functional and the def2-TZVPD basis, OMol25).

XYZ file:
```
12
Properties=species:S:1:pos:R:3:lowdin_charge:R:1
C -1.5737 0.2291 0.0801 -0.10
C -0.7382 1.4750 -0.0846 -0.15
C 0.4565 1.5384 -0.6146 -0.22
O 1.5397 1.6342 -1.0514 0.13
C 1.9557 -1.2402 0.1728 0.00
C 1.3715 -2.2649 0.4057 0.00
H -2.5147 0.3488 -0.4619 0.07
H -1.8114 0.0365 1.1337 0.07
H -1.0639 -0.6510 -0.3254 0.06
H -1.0821 2.4701 0.1775 0.11
H 2.5079 -0.3538 -0.0498 0.02
H 0.9527 -3.2222 0.6180 0.02
```

Summary:
- Spin multiplicity: 1
- Gap between HOMO and LUMO: 9.73 eV
- Energy above the lowest of the compared OMol25 structures with the same formula, charge and spin: 2.8826 eV
- DFT total energy: -7326.40192 eV
- Molecular weight: 82.102 g mol⁻¹
- E_HOMO: -8.876 eV